<w>
Computed, not measured: an isolated molecule of C4H7N3O, with ωB97M-V/def2-TZVPD.

Calculated values
Orbital gap (eV): 9.89
SMILES: [H]/N=C1\NOC[C@H]2N[C@H]12
Net charge: 0
Spin multiplicity: 1

Last column: Mulliken charge in e.
Cartesian coordinates (Å):
C  0.30049  -1.07797  -0.87565  0.4140
C  0.06058  1.40824  0.99571  -0.2111
C  -0.66337  0.14594  0.78035  -0.1341
C  -0.95864  -0.29779  -0.69436  0.1886
H  1.56362  -2.80586  -0.80942  0.2548
H  2.12402  0.10348  -1.78554  0.2958
H  0.53532  1.27352  2.08025  0.1884
H  -0.04655  2.59267  1.05088  0.2453
H  -0.46180  -0.56625  1.66561  0.1992
H  -2.80940  0.05851  0.27369  0.2411
H  -0.91207  0.74009  -1.23931  0.2565
N  0.64184  -2.40422  -0.82993  -0.6832
N  1.52860  -0.10836  -0.75340  -0.3171
N  -1.98579  -0.47407  0.32094  -0.5419
O  1.08315  1.41206  -0.17985  -0.3963

=====

<x>
Computed, not measured: an isolated molecule of C4H7N3O, with ωB97M-V/def2-TZVPD.

Calculated values
Orbital gap (eV): 7.97
SMILES: Cc1[nH]c(=O)[nH]c1N
Net charge: 0
Spin multiplicity: 1

Last column: Mulliken charge in e.
Cartesian coordinates (Å):
C  -1.37971  -1.37346  0.36952  -1.1037
C  -0.42737  -0.35498  -0.11742  0.2378
C  0.10287  1.57913  -1.33704  0.1251
C  0.76360  0.08446  0.30475  0.4459
H  -2.26396  -0.89424  0.79314  0.3045
H  -0.97761  -1.89331  1.40262  0.1831
H  -1.69771  -2.18033  -0.27503  0.2927
H  -1.51004  0.43635  -1.82126  0.2376
H  1.76213  1.93994  -0.12900  0.2183
H  1.16440  -1.11386  1.88877  0.1946
H  2.59883  -0.21496  1.16605  0.2231
N  -0.88638  0.59335  -1.07886  -0.1279
N  1.12981  1.24349  -0.38475  -0.1422
N  1.56840  -0.37224  1.31529  -0.4744
O  0.05273  2.52065  -2.09679  -0.6145

=====

It comes down to <x>, which is 8.945 eV more stable than the next structure.

=====

<w>
Computed, not measured: C4H7N3O as an isolated structure, with ωB97M-V/def2-TZVPD.

Calculated values
Orbital gap (eV): 9.29
Net charge: 0
Spin multiplicity: 1

Last column: Mulliken charge in e.
Cartesian coordinates (Å):
C  -2.28518  -0.31894  1.31177  -0.6535
C  0.28859  0.33508  -0.48288  0.4371
C  1.13049  -0.94175  -0.80326  -0.3714
C  2.34566  -0.35160  -0.82839  -0.2662
H  -2.21028  1.01399  1.68397  0.2320
H  -3.39026  -0.81457  1.41315  0.2595
H  -1.43609  -0.77151  1.79959  0.2592
H  -2.50017  0.06543  -0.63161  0.2491
H  0.61352  -1.88414  -0.98093  0.4032
H  3.43377  -0.78161  -1.02386  0.2804
H  3.16658  1.54239  -0.65780  0.2641
N  -1.78140  -0.32437  -0.08491  -0.3026
N  -0.77350  0.77828  -0.18352  -0.3706
N  2.37257  0.99616  -0.25041  -0.1850
O  1.02569  1.45716  -0.28091  -0.2353

=====

<x>
Computed, not measured: C4H7N3O as an isolated structure, with ωB97M-V/def2-TZVPD.

Calculated values
Orbital gap (eV): 9.36
Net charge: 0
Spin multiplicity: 1

Last column: Mulliken charge in e.
Cartesian coordinates (Å):
C  -1.73586  -0.96367  -0.31226  -1.1019
C  0.32026  0.43180  -0.90673  0.4801
C  -0.16772  0.87839  -2.31375  -0.8175
C  0.23718  -0.33623  1.13275  0.4824
H  -1.41995  -1.75037  -1.36738  0.1909
H  -2.22608  -0.17446  -0.69200  0.4839
H  -2.02245  -1.18794  0.59258  0.5243
H  0.73679  1.06344  -3.19515  0.3200
H  -0.56591  2.15784  -2.12021  0.2217
H  -1.04021  0.11556  -2.46451  0.2257
H  1.72029  0.73407  1.68914  0.1506
N  -0.51446  -0.36515  -0.04156  0.0794
N  1.33368  0.87978  -0.32886  -0.6345
N  1.30102  0.41497  0.98698  0.1398
O  -0.24342  -0.94087  2.20520  -0.7451

=====

It comes down to <x>, which is 2.506 eV more stable than the next structure.

=====

<w>
Computed, not measured: C26H30AlN6O7P as an isolated structure, with ωB97M-V/def2-TZVPD.

Calculated values
Orbital gap (eV): 6.77
Net charge: +2
Spin multiplicity: 1

Last column: Mulliken charge in e.
Cartesian coordinates (Å):
Al  2.93729  -1.21492  -0.59492  0.6886
O  3.67713  -4.56492  -2.87390  -0.4158
C  3.01500  -3.92840  -1.95806  0.7111
O  3.29287  -2.77708  -1.63062  -0.3402
C  1.88633  -4.71337  -1.33579  -0.4980
O  1.49144  -4.12270  -0.13185  -0.3233
C  2.38270  -4.35437  0.96352  -0.3539
C  2.71530  -3.05636  1.68763  0.4132
O  2.70508  -3.00690  2.88499  -0.5704
O  3.01448  -2.01273  0.93199  -0.2626
H  4.36347  -4.00021  -3.27464  0.4098
H  1.04449  -4.67517  -2.03279  0.3774
H  2.18836  -5.75991  -1.23791  0.4079
H  3.32255  -4.80639  0.62880  0.4071
H  1.91627  -5.03302  1.67682  0.4094
C  -4.12610  1.96119  -1.67430  -0.8125
O  -3.63566  2.79508  -0.63864  -0.4265
C  -2.43674  3.39741  -0.82201  0.5595
C  -1.57772  3.12492  -1.88620  0.0185
C  -0.36167  3.78913  -1.97968  -0.6138
C  -0.00926  4.74192  -1.03326  -0.2169
C  -0.90286  5.05126  -0.00672  -0.2083
C  -2.09045  4.36526  0.12332  -0.7606
N  1.17315  5.56224  -1.04372  -0.2602
N  2.28669  5.13216  -1.35438  -0.6260
C  2.50072  3.73443  -1.58644  -0.0580
C  3.05744  3.28929  -2.75352  -0.5345
C  3.36281  1.92193  -2.96815  -0.6668
C  3.10782  1.00836  -1.98708  0.4663
O  3.36138  -0.32055  -2.03953  -0.4988
C  2.57451  1.46926  -0.76458  0.5285
N  2.41329  0.49629  0.17509  0.0090
C  2.05059  0.83352  1.40386  -0.2889
C  1.77409  2.15531  1.74785  -1.2881
C  1.88197  3.14296  0.79111  -0.5374
C  2.29273  2.81661  -0.51459  0.4828
H  -5.11060  1.63270  -1.35382  0.2253
H  -3.47862  1.09041  -1.82267  0.2160
H  -4.21545  2.50960  -2.61387  0.4257
H  -1.85784  2.42909  -2.66327  0.4973
H  0.27422  3.58900  -2.83036  0.5497
H  -0.64561  5.84767  0.67979  0.5199
H  -2.79150  4.59581  0.91343  0.5057
H  3.26381  4.00669  -3.53674  0.4860
H  3.80660  1.60514  -3.90209  0.5315
H  2.01613  0.02957  2.12865  0.7092
H  1.50681  2.39598  2.76624  0.5123
H  1.68231  4.17305  1.05264  0.6707
C  -2.68026  -2.78868  2.59333  -0.7835
N  -3.01363  -2.62889  1.09803  0.1010
C  -3.68907  -1.25574  0.91179  -0.8331
N  -2.86598  -0.21613  1.40984  0.3096
C  -2.56625  -0.43707  2.82346  -1.0467
N  -1.88245  -1.70934  3.04232  0.2273
C  -0.52840  -1.72501  2.48823  -1.0497
P  -0.49795  -1.46380  0.64011  0.5763
C  -1.78151  -2.75120  0.24882  -1.1805
C  -1.65571  -0.00844  0.61121  -0.7640
H  -2.17183  -3.74610  2.70458  0.3924
H  -3.64018  -2.81071  3.11042  0.3631
H  -3.67684  -3.35813  0.83069  0.3429
H  -4.62706  -1.31102  1.46572  0.3720
H  -3.88936  -1.14416  -0.15383  0.3433
H  -3.50018  -0.43558  3.38718  0.3281
H  -1.93937  0.37446  3.18831  0.3892
H  -0.03582  -2.66544  2.74286  0.5879
H  0.05236  -0.93845  2.97099  0.4271
H  -1.35849  -3.74530  0.40235  0.5469
H  -2.08936  -2.66734  -0.79487  0.4586
H  -1.93405  0.21608  -0.42146  0.1790
H  -1.12833  0.86974  0.99028  0.5358

=====

<x>
Computed, not measured: C26H30AlN6O7P as an isolated structure, with ωB97M-V/def2-TZVPD.

Calculated values
Orbital gap (eV): 6.67
Net charge: +2
Spin multiplicity: 1

Last column: Mulliken charge in e.
Cartesian coordinates (Å):
Al  0.54158  0.08515  0.71463  1.2832
O  2.47384  -3.35656  0.42335  -0.4127
C  1.66182  -2.37349  0.63761  0.7948
O  2.00083  -1.19061  0.69900  -0.3963
C  0.21328  -2.74685  0.80635  -0.6541
O  -0.47719  -1.58632  1.26204  -0.3016
C  -0.79942  -1.52463  2.68530  -0.3321
C  -0.17237  -0.27239  3.30035  0.4480
O  -0.30803  -0.05030  4.46340  -0.5656
O  0.44273  0.50138  2.42020  -0.4427
H  3.38984  -3.04962  0.29918  0.4064
H  -0.18694  -3.04029  -0.16576  0.3254
H  0.11188  -3.58170  1.49872  0.4546
H  -1.88269  -1.47186  2.77517  0.2678
H  -0.44458  -2.41661  3.19721  0.4649
C  8.43622  3.61949  -3.52060  -0.8700
O  7.29502  2.78720  -3.72111  -0.4189
C  6.09209  3.36816  -3.82288  0.8407
C  5.85979  4.73691  -3.69256  -0.4439
C  4.57028  5.21930  -3.83776  -0.3467
C  3.49787  4.35975  -4.04932  -0.3297
C  3.74200  2.98869  -4.21536  0.0233
C  5.02386  2.50511  -4.10906  -0.8796
N  2.24448  5.02107  -4.16395  -0.4412
N  1.15739  4.52428  -3.83893  -0.5494
C  1.02188  3.26070  -3.17703  0.7785
C  0.22063  2.29154  -3.72668  -0.9268
C  -0.10986  1.10106  -3.03929  -0.3919
C  0.33099  0.90608  -1.75596  0.2463
O  0.02415  -0.14521  -0.97366  -0.7359
C  1.13336  1.92036  -1.17086  -0.1248
N  1.46012  1.69983  0.13668  -0.1287
C  2.17168  2.59276  0.79963  -0.2166
C  2.60862  3.77568  0.18716  -1.1931
C  2.26934  4.02846  -1.11838  -1.1999
C  1.50080  3.09118  -1.84667  1.4300
H  9.28957  2.95046  -3.49507  0.2371
H  8.36478  4.15755  -2.57377  0.3547
H  8.55022  4.32549  -4.34437  0.3722
H  6.67020  5.42698  -3.51384  0.4515
H  4.37493  6.28278  -3.78671  0.5050
H  2.94715  2.30846  -4.48166  0.5312
H  5.24263  1.45816  -4.26994  0.4781
H  -0.15811  2.44699  -4.72968  0.4802
H  -0.71849  0.34600  -3.52071  0.5140
H  2.38076  2.37378  1.83923  0.6729
H  3.19607  4.47990  0.75794  0.4811
H  2.58406  4.94903  -1.59259  0.6567
C  -3.86288  4.59551  0.11654  -0.7920
N  -2.96690  4.19760  -1.06747  0.1264
C  -3.78191  3.27936  -1.99712  -0.7470
N  -4.28872  2.16427  -1.28240  0.1959
C  -5.11463  2.60615  -0.15951  -0.9183
N  -4.36136  3.44152  0.77414  0.1823
C  -3.32578  2.69351  1.49038  -1.0636
P  -2.05473  1.95131  0.35285  0.8059
C  -1.71208  3.51184  -0.60894  -1.1510
C  -3.24514  1.22274  -0.87120  -1.0341
H  -4.67657  5.18507  -0.30588  0.3676
H  -3.26007  5.21336  0.78106  0.3739
H  -2.71026  5.03845  -1.58821  0.3702
H  -3.11338  2.97670  -2.80261  0.4070
H  -4.59290  3.89297  -2.38931  0.3471
H  -5.50168  1.73617  0.36730  0.3795
H  -5.95744  3.18094  -0.54527  0.3267
H  -3.80012  1.89545  2.06411  0.4640
H  -2.83333  3.34712  2.21316  0.4483
H  -1.12707  3.28719  -1.50262  0.2313
H  -1.14849  4.21434  0.00743  0.5781
H  -3.71750  0.34397  -0.42868  0.4969
H  -2.68894  0.87979  -1.74557  0.4086

=====

It comes down to <x>, which is 1.543 eV more stable than the next structure.